[1]
Molecular formula: C2H6O
Method: DFT, ωB97M-V/def2-TZVPD

As for the LUMO energy: 0.0200 Ha. For the HOMO-LUMO gap, the calculation gives 10.92 eV. The SMILES is C=O.C. The energy above the lowest of the compared OMol25 structures with the same formula, charge and spin comes out at 22.34 kcal per mole. The charge is 0. As for the highest occupied orbital energy: -0.38118 Eh.

Element x y z (Å)
C (1.032, -1.329, -0.199)
H (1.599, -0.391, -0.487)
H (1.512, -2.262, -0.523)
H (0.014, -1.259, -0.568)
H (1.009, -1.501, 0.926)
O (-0.989, 1.135, -0.821)
C (-1.308, 1.714, 0.241)
H (-2.381, 1.903, 0.460)
H (-0.489, 1.990, 0.970)

=====

[2]
Molecular formula: C29H91N25O21
Method: DFT, ωB97M-V/def2-TZVPD

As for the LUMO energy: -0.0120 Ha. For the HOMO-LUMO gap, the calculation gives 8.03 eV. The energy above the lowest of the compared OMol25 structures with the same formula, charge and spin comes out at 246.95 kcal per mole. The charge is 0. As for the highest occupied orbital energy: -0.30707 Eh.

Element x y z (Å)
C (2.960, -0.932, -0.790)
C (1.577, -0.226, -0.980)
C (0.810, -1.006, -2.031)
C (-0.626, -0.736, -2.262)
C (-1.376, -0.952, -0.934)
C (-0.790, -0.137, 0.259)
N (0.707, -0.266, 0.264)
O (1.327, 0.263, 1.389)
C (-1.223, 1.339, -0.022)
C (-1.407, -0.642, 1.513)
C (1.886, 1.192, -1.482)
H (3.394, -0.627, 0.163)
H (3.500, -0.668, -1.699)
H (2.741, -2.000, -0.774)
H (1.217, -0.693, -2.993)
H (0.992, -2.075, -2.140)
H (-1.145, -1.457, -2.893)
H (-0.867, 0.250, -2.658)
H (-1.482, -2.000, -0.652)
H (-2.376, -0.607, -1.195)
H (-0.603, 1.770, -0.808)
H (-2.263, 1.438, -0.330)
H (-1.151, 1.950, 0.878)
H (-0.966, -1.539, 1.948)
H (-1.059, 0.082, 2.250)
H (-2.496, -0.662, 1.543)
H (2.639, 1.154, -2.269)
H (2.322, 1.858, -0.737)
H (1.142, 1.769, -2.031)
H (1.165, 1.196, 1.232)
C (7.627, 5.680, 2.022)
C (6.510, 4.630, 1.770)
O (6.876, 3.525, 0.950)
O (8.546, 5.024, 2.916)
H (7.322, 6.605, 2.510)
H (8.093, 5.934, 1.070)
H (5.541, 4.969, 1.404)
H (6.251, 4.260, 2.762)
H (6.674, 2.763, 1.498)
H (8.952, 4.216, 2.593)
C (-0.931, 7.166, -0.613)
C (-1.921, 6.805, -1.728)
O (-2.666, 7.960, -2.138)
O (0.130, 8.002, -0.949)
H (-0.510, 6.205, -0.320)
H (-1.391, 7.737, 0.194)
H (-2.739, 6.112, -1.530)
H (-1.425, 6.462, -2.636)
H (-2.229, 8.476, -2.819)
H (-0.183, 8.848, -1.277)
C (3.590, -7.509, -3.072)
C (4.907, -7.417, -2.209)
O (5.207, -8.665, -1.710)
O (2.370, -7.747, -2.377)
H (3.634, -8.206, -3.909)
H (3.497, -6.487, -3.440)
H (4.638, -6.663, -1.469)
H (5.698, -6.903, -2.754)
H (4.532, -8.896, -1.067)
H (1.669, -8.241, -2.809)
C (6.705, 0.765, 5.789)
C (8.201, 1.133, 6.134)
O (9.170, 0.161, 6.442)
O (6.852, 0.255, 4.521)
H (6.178, 1.714, 5.689)
H (6.230, 0.090, 6.500)
H (8.207, 1.842, 6.962)
H (8.551, 1.674, 5.255)
H (9.928, 0.466, 6.946)
H (7.301, -0.558, 4.766)
C (0.880, -0.561, 7.721)
O (1.625, 0.347, 7.599)
N (0.380, -0.926, 8.833)
N (0.719, -1.377, 6.729)
H (0.416, -0.135, 9.460)
H (-0.347, -1.627, 8.812)
H (0.198, -2.233, 6.859)
H (1.089, -1.123, 5.825)
C (-8.876, 4.331, 0.723)
O (-8.793, 3.227, 1.220)
N (-8.228, 4.706, -0.330)
N (-9.769, 5.305, 1.000)
H (-7.690, 3.928, -0.686)
H (-8.438, 5.537, -0.863)
H (-9.529, 6.196, 0.590)
H (-10.430, 5.214, 1.759)
C (2.516, -5.381, 2.922)
O (2.432, -6.549, 3.310)
N (2.261, -5.006, 1.684)
N (3.165, -4.455, 3.544)
H (2.157, -4.009, 1.561)
H (2.080, -5.757, 1.033)
H (3.463, -4.587, 4.500)
H (3.463, -3.633, 3.040)
C (-2.606, -5.424, 5.655)
O (-1.839, -5.200, 6.595)
N (-2.389, -6.266, 4.714)
N (-3.484, -4.617, 5.389)
H (-2.918, -6.229, 3.854)
H (-1.487, -6.719, 4.718)
H (-3.923, -4.654, 4.480)
H (-3.758, -3.846, 5.981)
C (2.574, 0.556, -7.669)
O (1.740, -0.097, -8.229)
N (3.592, 0.018, -7.062)
N (2.500, 1.834, -7.400)
H (4.333, 0.645, -6.782)
H (3.835, -0.959, -7.140)
H (1.634, 2.340, -7.280)
H (3.315, 2.100, -6.867)
C (-4.637, 2.944, -4.878)
O (-5.349, 2.406, -4.078)
N (-3.630, 2.434, -5.630)
N (-4.759, 4.211, -5.086)
H (-3.384, 2.941, -6.468)
H (-3.719, 1.428, -5.642)
H (-5.467, 4.701, -4.558)
H (-4.119, 4.709, -5.689)
C (-9.930, -1.564, -1.331)
O (-10.526, -2.561, -1.748)
N (-8.699, -1.304, -1.720)
N (-10.490, -0.890, -0.373)
H (-8.185, -0.492, -1.409)
H (-8.405, -1.877, -2.499)
H (-11.421, -1.219, -0.161)
H (-10.073, -0.065, 0.035)
C (-7.266, -0.731, 4.884)
O (-6.910, -1.178, 5.943)
N (-8.057, -1.336, 4.058)
N (-6.947, 0.462, 4.532)
H (-8.367, -0.805, 3.257)
H (-8.304, -2.307, 4.187)
H (-7.096, 0.711, 3.565)
H (-6.272, 0.932, 5.119)
C (1.856, 5.200, 4.151)
O (1.135, 4.609, 3.447)
N (2.362, 4.786, 5.285)
N (2.267, 6.361, 3.910)
H (2.082, 3.839, 5.493)
H (3.092, 5.303, 5.754)
H (2.866, 6.751, 4.624)
H (2.006, 6.804, 3.041)
C (0.045, -5.176, -9.104)
O (-0.101, -6.331, -9.488)
N (0.299, -4.118, -9.905)
N (0.045, -4.755, -7.861)
H (0.541, -3.226, -9.497)
H (0.433, -4.377, -10.872)
H (-0.457, -5.228, -7.123)
H (0.211, -3.762, -7.780)
C (-5.729, -5.760, -0.757)
O (-5.111, -6.212, 0.154)
N (-7.012, -5.865, -0.947)
N (-5.182, -5.311, -1.825)
H (-7.351, -5.547, -1.844)
H (-7.494, -5.985, -0.067)
H (-4.177, -5.283, -1.916)
H (-5.773, -4.862, -2.511)
C (7.522, 2.703, -4.291)
O (7.242, 2.513, -5.403)
N (8.269, 1.979, -3.557)
N (7.018, 3.692, -3.613)
H (8.548, 2.212, -2.615)
H (8.701, 1.146, -3.931)
H (7.414, 3.791, -2.689)
H (6.442, 4.424, -4.004)

=====

[3]
Molecular formula: C5H12O
Method: DFT, ωB97M-V/def2-TZVPD

As for the LUMO energy: 0.0352 Ha. For the HOMO-LUMO gap, the calculation gives 10.68 eV. The energy above the lowest of the compared OMol25 structures with the same formula, charge and spin comes out at 35.35 kcal per mole. The charge is 0. As for the highest occupied orbital energy: -0.35730 Eh.

Element x y z (Å)
C (0.915, 1.522, 0.965)
C (-0.425, 0.834, 0.716)
C (-0.319, -0.548, 0.074)
C (-1.672, -1.261, 0.001)
C (0.176, -0.504, -1.351)
O (0.117, 0.472, -2.083)
H (1.422, 1.758, 0.024)
H (1.582, 0.893, 1.566)
H (0.770, 2.465, 1.504)
H (-0.959, 0.726, 1.666)
H (-1.044, 1.465, 0.072)
H (0.361, -1.179, 0.654)
H (-2.372, -0.677, -0.585)
H (-1.604, -2.254, -0.453)
H (-2.079, -1.375, 0.997)
H (0.386, -1.516, -1.769)
H (2.488, -0.685, -0.739)
H (2.256, -0.136, -1.259)

=====

[4]
Molecular formula: C26H23BrN4O6STa
Method: DFT, ωB97M-V/def2-TZVPD

As for the LUMO energy: -0.3930 Ha. For the HOMO-LUMO gap, the calculation gives 5.60 eV. The energy above the lowest of the compared OMol25 structures with the same formula, charge and spin comes out at 29.34 kcal per mole. The charge is +3. As for the highest occupied orbital energy: -0.59860 Eh.

Element x y z (Å)
Ta (0.170, -0.742, 0.303)
N (1.055, -2.053, 2.501)
C (-0.098, -2.867, 2.946)
C (-1.285, -2.723, 1.985)
O (-2.393, -3.069, 2.231)
O (-0.927, -2.088, 0.866)
H (1.832, -2.677, 2.269)
H (1.390, -1.478, 3.277)
H (-0.455, -2.553, 3.931)
H (0.147, -3.932, 3.012)
N (7.657, -0.263, 0.601)
C (6.518, -0.498, 1.227)
O (6.344, -1.054, 2.291)
C (5.170, -0.158, 0.625)
C (4.311, 0.718, 1.308)
C (2.952, 0.646, 1.107)
N (2.369, -0.244, 0.264)
C (3.205, -1.027, -0.455)
C (4.575, -1.006, -0.320)
H (8.518, -0.547, 1.053)
H (7.729, 0.184, -0.298)
H (4.712, 1.417, 2.029)
H (2.282, 1.309, 1.643)
H (2.750, -1.712, -1.161)
H (5.173, -1.680, -0.916)
Br (0.113, 1.378, -7.132)
C (0.182, -0.046, -5.901)
C (0.376, -1.373, -6.338)
N (0.269, -2.374, -5.505)
C (0.125, -2.217, -4.222)
C (0.177, -0.922, -3.652)
C (0.151, 0.174, -4.530)
C (0.190, -0.774, -2.218)
O (-0.130, 0.294, -1.599)
O (0.503, -1.748, -1.446)
H (0.625, -1.611, -7.364)
H (-0.060, -3.100, -3.625)
H (0.147, 1.183, -4.143)
O (-0.430, 0.642, 1.386)
S (-1.624, 1.327, 2.235)
C (-2.066, 2.802, 1.320)
C (-1.907, 2.938, -0.052)
C (-2.374, 4.092, -0.658)
C (-2.977, 5.092, 0.092)
C (-3.114, 4.951, 1.466)
C (-2.650, 3.804, 2.089)
C (-2.959, 0.217, 1.763)
C (-3.129, -0.162, 0.433)
C (-4.162, -1.027, 0.108)
C (-5.043, -1.468, 1.086)
C (-4.884, -1.059, 2.400)
C (-3.828, -0.228, 2.752)
H (-1.390, 2.188, -0.635)
H (-2.268, 4.217, -1.724)
H (-3.321, 5.993, -0.391)
H (-3.573, 5.733, 2.051)
H (-2.730, 3.692, 3.159)
H (-2.509, 0.249, -0.358)
H (-4.297, -1.331, -0.917)
H (-5.863, -2.113, 0.812)
H (-5.579, -1.386, 3.156)
H (-3.691, 0.074, 3.778)

=====

[5]
Molecular formula: C4H7NO2
Method: DFT, ωB97M-V/def2-TZVPD

As for the LUMO energy: 0.0261 Ha. For the HOMO-LUMO gap, the calculation gives 10.61 eV. The SMILES is O=C[C@@H]1N[C@@H]1CO. The energy above the lowest of the compared OMol25 structures with the same formula, charge and spin comes out at 55.67 kcal per mole. The charge is 0. As for the highest occupied orbital energy: -0.36392 Eh.

Element x y z (Å)
O (-1.282, -1.029, 1.245)
C (-0.528, 0.011, -0.735)
C (-1.217, 0.222, 0.572)
N (0.320, 1.007, -1.366)
C (0.947, -0.187, -0.805)
C (1.741, -0.098, 0.450)
O (1.844, 0.915, 1.112)
H (-1.917, -1.596, 0.790)
H (-1.105, -0.649, -1.383)
H (-0.648, 0.911, 1.197)
H (-2.205, 0.674, 0.411)
H (0.507, 1.764, -0.704)
H (1.309, -0.902, -1.538)
H (2.234, -1.042, 0.754)